1.
Here is a molecular structure, C35H35F3N2O6PtSTe at a distorted geometry from OMol25. Energies are from ωB97M-V/def2-TZVPD.

Geometry as ORCA input:
```
! RIJCOSX wB97M-V def2-TZVPD def2/J DEFGRID3
* xyz 1 2
Pt -2.612 -0.323 0.320
O -5.734 -2.775 -0.806
C -4.817 -1.849 -1.014
O -4.668 -0.927 -0.227
C -4.107 -2.047 -2.346
O -2.762 -1.664 -2.301
C -1.809 -2.649 -1.939
C -1.481 -2.588 -0.448
O -0.315 -2.760 -0.076
O -2.459 -2.399 0.351
H -6.181 -2.578 0.035
H -4.256 -3.080 -2.667
H -4.599 -1.381 -3.061
H -2.177 -3.660 -2.148
H -0.908 -2.482 -2.532
F -5.416 4.812 2.126
C -4.233 4.260 2.442
F -3.400 4.470 1.418
F -3.755 4.927 3.502
C -4.400 2.797 2.768
C -5.123 2.469 3.911
C -5.282 1.145 4.276
C -4.697 0.166 3.478
N -4.015 0.470 2.387
C -3.872 1.748 2.028
S -2.905 1.845 0.528
H -5.553 3.260 4.511
H -5.841 0.875 5.159
H -4.770 -0.886 3.723
C 3.152 -3.748 -5.425
C 2.619 -3.027 -4.224
C 1.843 -1.882 -4.360
C 1.344 -1.202 -3.255
C 0.513 0.025 -3.466
C 1.671 -1.698 -1.992
Te 1.126 -0.745 -0.184
N -0.682 -0.033 0.675
C -0.338 0.616 1.838
O -0.935 1.653 2.148
C 0.698 0.108 2.782
C 1.361 1.029 3.586
C 2.286 0.593 4.522
C 2.539 -0.764 4.664
C 1.860 -1.688 3.881
C 0.935 -1.256 2.945
C 1.847 1.241 -0.336
C 1.132 2.329 -0.833
C -0.241 2.274 -1.432
C 1.746 3.581 -0.802
C 3.023 3.763 -0.301
C 3.663 5.119 -0.274
C 3.704 2.653 0.188
C 3.143 1.386 0.188
C 3.942 0.242 0.751
C 2.406 -2.871 -1.796
C 2.761 -3.511 -0.482
C 2.883 -3.496 -2.947
H 2.776 -3.314 -6.350
H 2.873 -4.801 -5.403
H 4.242 -3.702 -5.449
H 1.611 -1.511 -5.351
H 0.284 0.150 -4.522
H 1.042 0.917 -3.126
H -0.435 -0.022 -2.923
H 1.155 2.083 3.461
H 2.801 1.310 5.145
H 3.251 -1.105 5.404
H 2.041 -2.747 4.009
H 0.356 -1.978 2.380
H -0.696 1.286 -1.406
H -0.213 2.605 -2.471
H -0.905 2.953 -0.898
H 1.203 4.435 -1.189
H 3.054 5.856 -0.793
H 4.647 5.096 -0.744
H 3.801 5.459 0.753
H 4.704 2.777 0.587
H 4.895 0.607 1.130
H 4.159 -0.517 -0.006
H 3.420 -0.250 1.575
H 2.151 -3.188 0.359
H 3.805 -3.305 -0.237
H 2.645 -4.590 -0.570
H 3.476 -4.395 -2.825
*
```

Summary:
energy above the lowest of the compared OMol25 structures with the same formula, charge and spin	37.34	kcal/mol
expectation value of S²	0.761

2.
Here is a molecular structure, C35H35FN5O6S2Tc at a distorted geometry from OMol25. Energies are from ωB97M-V/def2-TZVPD.

Geometry as ORCA input:
```
! RIJCOSX wB97M-V def2-TZVPD def2/J DEFGRID3
* xyz -1 2
Tc 0.193 0.631 0.712
N 2.247 -2.139 8.726
C 1.752 -1.416 7.635
C 2.128 -0.087 7.442
C 1.603 0.644 6.392
C 0.696 0.055 5.524
C 0.302 -1.261 5.717
C 0.833 -1.997 6.762
S -0.042 0.978 4.220
O 0.280 2.366 4.470
O -1.413 0.571 4.160
N 0.648 0.487 2.847
C 1.993 0.545 2.634
N 2.216 0.740 1.304
C 3.448 0.724 0.845
C 4.525 0.571 1.702
C 4.212 0.425 3.046
N 2.979 0.400 3.528
H 3.120 -1.809 9.101
H 2.218 -3.139 8.628
H 2.837 0.372 8.123
H 1.892 1.673 6.229
H -0.428 -1.699 5.047
H 0.525 -3.026 6.915
H 3.564 0.860 -0.225
H 5.543 0.573 1.343
H 5.005 0.313 3.781
C -4.301 -1.356 -5.161
C -3.908 0.108 -4.984
C -3.551 0.782 -6.301
C -2.281 0.180 -6.886
C -1.175 0.182 -5.865
C 0.176 0.162 -6.292
C 1.162 0.159 -5.334
F 2.462 0.149 -5.748
C 0.915 0.172 -3.981
C -0.431 0.186 -3.527
C -0.728 0.185 -2.141
O 0.278 0.206 -1.312
C -2.116 0.115 -1.747
C -3.065 0.135 -2.710
N -2.794 0.238 -4.047
C -1.466 0.195 -4.514
C -2.609 -0.130 -0.335
O -3.795 -0.398 -0.165
O -1.759 -0.054 0.631
H -5.085 -1.459 -5.916
H -4.669 -1.766 -4.219
H -3.438 -1.951 -5.468
H -4.744 0.647 -4.534
H -3.396 1.849 -6.116
H -4.389 0.682 -6.994
H -1.969 0.740 -7.771
H -2.482 -0.843 -7.226
H 0.430 0.168 -7.344
H 1.718 0.184 -3.261
H -4.108 0.062 -2.430
C -0.023 2.288 0.624
C -0.131 3.746 0.559
C 0.115 4.507 1.698
C 0.045 5.893 1.630
C -0.279 6.520 0.434
C -0.539 5.758 -0.697
C -0.465 4.373 -0.636
H 0.331 3.997 2.631
H 0.237 6.483 2.518
H -0.335 7.601 0.385
H -0.801 6.240 -1.631
H -0.662 3.764 -1.511
C 1.332 -4.752 1.071
C 0.016 -4.073 1.407
S -0.377 -2.571 0.528
O 0.785 -1.623 0.883
C -0.115 -3.080 -1.195
C 1.293 -2.831 -1.717
H 1.491 -5.597 1.742
H 2.163 -4.058 1.196
H 1.348 -5.130 0.050
H 0.008 -3.741 2.447
H -0.851 -4.723 1.262
H -0.835 -2.484 -1.759
H -0.418 -4.129 -1.250
H 1.603 -1.822 -1.454
H 1.285 -2.903 -2.806
H 2.021 -3.537 -1.320
*
```

Summary:
energy above the lowest of the compared OMol25 structures with the same formula, charge and spin	9.17	kcal/mol
expectation value of S²	0.778

3.
Here is a molecular structure, C35H35FN5O6S2Tc at a distorted geometry from OMol25. Energies are from ωB97M-V/def2-TZVPD.

Geometry as ORCA input:
```
! RIJCOSX wB97M-V def2-TZVPD def2/J DEFGRID3
* xyz -1 2
Tc 0.383 -0.193 0.092
N 2.182 -1.792 8.204
C 1.677 -1.197 7.048
C 1.918 0.155 6.789
C 1.351 0.765 5.686
C 0.538 0.036 4.834
C 0.299 -1.306 5.072
C 0.866 -1.922 6.174
S -0.167 0.832 3.406
O 0.012 2.246 3.572
O -1.515 0.337 3.266
N 0.674 0.203 2.166
C 1.980 0.478 1.978
N 2.305 0.086 0.699
C 3.562 0.228 0.315
C 4.518 0.747 1.180
C 4.097 1.114 2.444
N 2.835 0.983 2.858
H 2.981 -1.334 8.609
H 2.270 -2.794 8.180
H 2.556 0.720 7.460
H 1.526 1.807 5.458
H -0.338 -1.856 4.390
H 0.681 -2.973 6.368
H 3.793 -0.087 -0.695
H 5.546 0.866 0.870
H 4.781 1.524 3.180
C -1.594 4.266 -5.835
C -0.111 3.930 -5.652
C 0.574 3.566 -6.965
C -0.014 2.282 -7.539
C -0.051 1.204 -6.486
C -0.134 -0.130 -6.868
C -0.136 -1.113 -5.899
F -0.226 -2.400 -6.296
C -0.038 -0.837 -4.560
C 0.041 0.499 -4.150
C 0.155 0.817 -2.738
O 0.241 -0.152 -1.952
C 0.143 2.199 -2.383
C 0.081 3.127 -3.371
N 0.051 2.839 -4.698
C 0.009 1.518 -5.125
C 0.167 2.740 -0.955
O 0.043 3.961 -0.832
O 0.323 1.892 -0.033
H -1.718 5.065 -6.568
H -2.017 4.596 -4.886
H -2.150 3.389 -6.167
H 0.389 4.804 -5.232
H 1.640 3.419 -6.776
H 0.469 4.392 -7.669
H 0.587 1.944 -8.385
H -1.019 2.469 -7.929
H -0.193 -0.393 -7.916
H -0.019 -1.617 -3.813
H 0.058 4.175 -3.100
C 0.382 -2.053 0.129
C 0.328 -3.429 0.054
C 0.278 -4.113 -1.207
C 0.232 -5.486 -1.270
C 0.228 -6.268 -0.109
C 0.264 -5.624 1.134
C 0.308 -4.253 1.229
H 0.283 -3.513 -2.110
H 0.202 -5.973 -2.240
H 0.210 -7.349 -0.171
H 0.264 -6.224 2.038
H 0.340 -3.766 2.196
C -4.775 0.242 1.143
C -4.405 0.129 -0.325
S -2.894 -0.842 -0.684
O -1.825 -0.037 -0.024
C -3.162 -2.338 0.361
C -2.783 -2.159 1.821
H -5.551 0.999 1.270
H -3.906 0.542 1.732
H -5.160 -0.702 1.524
H -4.152 1.110 -0.730
H -5.200 -0.308 -0.934
H -2.505 -3.072 -0.109
H -4.201 -2.644 0.210
H -1.909 -1.513 1.907
H -2.523 -3.133 2.236
H -3.580 -1.724 2.419
*
```

Summary:
energy above the lowest of the compared OMol25 structures with the same formula, charge and spin	30.68	kcal/mol
expectation value of S²	0.784

4.
Here is a molecular structure, C35H35MoN3O3SSb at a distorted geometry from OMol25. Energies are from ωB97M-V/def2-TZVPD.

Geometry as ORCA input:
```
! RIJCOSX wB97M-V def2-TZVPD def2/J DEFGRID3
* xyz 3 1
Mo -0.507 1.107 1.642
O 4.232 1.116 -1.153
C 3.302 1.411 -2.051
C 3.742 1.667 -3.354
C 2.847 1.954 -4.357
C 1.468 2.006 -4.095
C 1.014 1.776 -2.826
C 1.909 1.474 -1.775
C 1.394 1.298 -0.452
O 0.112 1.508 -0.175
N 2.191 0.996 0.563
N 1.494 1.018 1.717
C 2.107 1.011 2.867
C 1.242 1.152 4.005
C 1.668 1.167 5.323
C 0.725 1.284 6.335
C -0.617 1.387 5.992
C -0.971 1.413 4.655
N -0.073 1.293 3.666
H 3.844 0.985 -0.272
H 4.808 1.637 -3.538
H 3.206 2.155 -5.358
H 0.778 2.244 -4.893
H -0.043 1.834 -2.605
H 3.186 0.928 2.922
H 2.725 1.088 5.541
H 1.030 1.292 7.373
H -1.384 1.459 6.751
H -2.008 1.518 4.366
S -0.935 -1.150 1.460
Sb -0.568 -2.145 -0.781
C -1.871 -0.987 -2.040
C -2.889 -0.245 -1.458
C -3.801 0.399 -2.283
C -3.683 0.300 -3.664
C -2.669 -0.459 -4.229
C -1.755 -1.118 -3.418
C 1.566 -2.325 -0.900
C 2.191 -2.880 0.210
C 3.558 -3.107 0.143
C 4.264 -2.786 -1.011
C 3.612 -2.247 -2.112
C 2.245 -2.014 -2.068
C -1.493 -4.025 -0.520
C -2.884 -4.066 -0.488
C -3.502 -5.299 -0.367
C -2.736 -6.458 -0.292
C -1.349 -6.398 -0.342
C -0.711 -5.173 -0.456
H -2.995 -0.196 -0.381
H -4.618 0.959 -1.846
H -4.395 0.805 -4.304
H -2.589 -0.545 -5.305
H -0.975 -1.723 -3.862
H 1.637 -3.143 1.105
H 4.068 -3.546 0.990
H 5.328 -2.973 -1.057
H 4.164 -2.010 -3.012
H 1.731 -1.614 -2.934
H -3.478 -3.162 -0.564
H -4.582 -5.356 -0.338
H -3.227 -7.417 -0.202
H -0.761 -7.304 -0.297
H 0.370 -5.120 -0.507
C 0.925 4.471 1.637
C -0.435 4.420 0.979
O -1.199 3.318 1.531
C -2.553 3.280 1.059
C -3.208 2.086 1.719
H 1.508 5.279 1.200
H 1.470 3.540 1.469
H 0.834 4.654 2.708
H -0.348 4.285 -0.102
H -0.995 5.334 1.183
H -2.554 3.181 -0.031
H -3.057 4.208 1.332
H -2.497 1.228 1.695
H -4.101 1.772 1.183
H -3.479 2.292 2.752
*
```

Summary:
electronic energy	-2450.3562	Eh